Here is CHFN2O5 in the gas phase from the Open Molecules 2025 dataset. Energies are from ωB97M-V/def2-TZVPD.

Bonds (Å) are listed after each position.
Element x y z (Å)
1 O 1.7201 -2.2829 -0.0003  N2 1.223
2 N 0.7703 -1.5145 -0.0487  O1 1.223, O3 1.240, C4 1.489
3 O -0.4313 -1.7492 0.1455  N2 1.240
4 C 0.9991 -0.0529 -0.2166  N2 1.489, O5 1.254, F6 1.621, N7 1.525
5 O 0.0372 0.6465 0.1802  C4 1.254, H10 1.019
6 F 1.2564 0.0422 -1.8144  C4 1.621
7 N 2.3720 0.4240 0.2467  C4 1.525, O8 1.174, O9 1.173
8 O 2.7004 -0.0494 1.2699  N7 1.174
9 O 2.8717 1.2306 -0.4430  N7 1.173
10 H -0.8567 0.3897 -0.2370  O5 1.019

The net charge is 0. As for the calculated total energy: -16980.8250 eV. The HOMO energy comes out at -12.2 eV. Its spin multiplicity is 1. Its strongest force on any atom is 0.1175 hartree/bohr. Its SMILES is O=[N+]([O-])C(O)(F)[N+](=O)[O-].

Here are the Mulliken charges for atoms 1 to 4, given in e: atom 1 (O): -0.470, atom 2 (N): 0.937, atom 3 (O): -0.574, atom 4 (C): 0.590